{"formula": "C21H18BN3O3PtS2", "method": "the ωB97M-V functional and the def2-TZVPD basis", "relative_energy_kj_mol": 197.8, "charge": 0, "species": ["Pt", "S", "S", "O", "O", "O", "N", "N", "N", "C", "C", "C", "C", "C", "C", "C", "C", "C", "C", "C", "C", "C", "C", "C", "C", "C", "C", "C", "C", "C", "B", "H", "H", "H", "H", "H", "H", "H", "H", "H", "H", "H", "H", "H", "H", "H", "H", "H", "H"], "coordinates": [[-0.222174, 0.350336, -0.229774], [1.413783, 2.337031, -3.929876], [-1.062480, 1.907257, -2.161014], [-1.140491, -2.554677, -0.036437], [1.292838, -0.560278, 1.379811], [-2.352212, -1.371578, -1.570423], [1.376607, 1.086931, -1.676217], [0.883549, 0.657027, 3.246843], [-1.117000, 2.000114, 1.403165], [-2.008158, -3.400621, -0.668167], [-3.874813, -4.654697, -2.233694], [-0.847050, 3.601279, 3.147584], [0.546995, -1.736270, 3.338728], [2.681433, 1.017381, -2.108810], [2.910206, 1.659420, -3.337278], [-2.748556, -2.677239, -1.602623], [0.985833, 1.950290, 2.584933], [-0.377835, 2.553198, 2.367709], [0.592552, 1.727242, -2.505680], [0.932073, -0.509234, 2.554409], [-2.867349, 3.545682, 1.881878], [-3.134013, -5.375818, -1.305103], [5.221277, 1.111046, -3.223387], [-2.112759, 4.108630, 2.897454], [-2.329874, 2.489113, 1.164213], [4.174478, 1.710576, -3.904493], [5.005276, 0.474197, -2.000855], [3.743929, 0.420013, -1.435799], [-3.692498, -3.284146, -2.401276], [-2.179535, -4.756926, -0.501605], [-1.337138, -1.289752, -0.610005], [0.483948, 0.641178, 4.170610], [-2.875966, 2.018318, 0.355218], [4.329299, 2.209737, -4.852319], [1.620353, 2.621753, 3.163390], [-3.851878, 3.920763, 1.640069], [-0.222753, 4.018259, 3.927500], [1.454264, 1.769957, 1.617289], [0.767742, -2.619465, 2.746669], [6.217423, 1.138817, -3.645556], [-1.584261, -5.311159, 0.211880], [-3.294515, -6.441898, -1.211948], [-0.525648, -1.712720, 3.537257], [1.080984, -1.778524, 4.287684], [3.554612, -0.073261, -0.490202], [5.840423, 0.017312, -1.485739], [-4.251594, -2.716213, -3.132644], [-2.497812, 4.932691, 3.483676], [-4.601513, -5.171073, -2.847045]], "forces_ev_per_angstrom": [[-0.9, -0.9, -0.8], [0.0, -0.1, 0.1], [-0.2, -1.2, 0.9], [0.3, 0.0, 0.3], [-0.4, 0.0, -0.5], [-0.2, 0.2, -0.2], [0.3, 0.5, 0.0], [0.0, -0.1, -0.3], [0.2, 0.3, 0.2], [-0.3, 0.0, -0.3], [0.0, -0.1, 0.0], [0.1, 0.0, 0.0], [0.0, -0.1, -0.1], [0.2, 0.3, -0.3], [-0.1, 0.0, 0.1], [0.1, -0.4, 0.2], [0.0, 0.0, -0.1], [-0.1, 0.1, 0.1], [0.7, 0.1, -0.2], [-0.2, 0.2, 0.5], [0.0, 0.0, 0.1], [-0.1, 0.0, -0.1], [0.0, 0.0, -0.1], [0.0, 0.0, 0.0], [0.0, 0.0, 0.0], [0.0, 0.0, 0.0], [0.0, 0.0, 0.1], [-0.1, 0.0, 0.1], [0.1, 0.2, 0.0], [0.2, 0.1, 0.1], [0.4, 1.1, 0.2], [0.0, -0.1, 0.0], [0.0, 0.0, 0.0], [0.1, 0.0, 0.0], [0.0, 0.0, 0.1], [0.0, 0.0, 0.0], [0.0, 0.0, 0.0], [0.1, 0.1, 0.0], [0.0, 0.0, 0.0], [0.0, 0.0, 0.0], [0.0, 0.0, 0.0], [0.0, 0.0, 0.0], [0.0, 0.0, 0.0], [0.0, 0.0, 0.0], [0.0, 0.0, 0.0], [0.0, 0.0, 0.0], [0.0, 0.0, 0.0], [0.0, 0.0, 0.0], [0.0, 0.0, 0.0]], "nbo_charge": [0.58, 0.39, -0.13, -0.69, -0.66, -0.66, -0.64, -0.59, -0.48, 0.29, -0.23, -0.25, -0.72, 0.20, -0.25, 0.22, -0.27, 0.20, -0.10, 0.72, -0.25, -0.22, -0.23, -0.15, 0.07, -0.20, -0.21, -0.24, -0.24, -0.28, 0.83, 0.40, 0.22, 0.22, 0.21, 0.23, 0.22, 0.25, 0.26, 0.21, 0.22, 0.21, 0.24, 0.23, 0.23, 0.21, 0.22, 0.22, 0.21]}

=====

{"formula": "C3H3O2P", "method": "the ωB97M-V functional and the def2-TZVPD basis", "relative_energy_kj_mol": 198.4, "charge": 0, "species": ["P", "O", "O", "C", "C", "C", "H", "H", "H"], "coordinates": [[0.804693, 1.229819, 0.822654], [-2.535802, 2.417704, -0.047911], [-2.478439, 0.167488, 0.411873], [-2.474118, 1.306951, 0.244921], [0.979854, -1.333508, -0.305767], [1.523022, -0.124593, -0.054005], [2.708888, -0.112149, -0.257639], [-0.042832, -1.410522, -0.089162], [1.514734, -2.141187, -0.724964]], "forces_ev_per_angstrom": [[0.1, -0.1, -0.2], [0.1, 1.0, 0.2], [0.1, -0.9, 0.6], [-0.3, -0.2, -0.9], [0.1, 1.9, 0.3], [3.4, -0.8, -0.2], [-2.6, 0.4, 0.3], [-1.4, -0.7, 0.2], [0.5, -0.7, -0.4]], "nbo_charge": [0.37, -0.51, -0.52, 1.03, -0.31, -0.68, 0.23, 0.19, 0.20]}

=====

{"formula": "C31H63BClN3O6P2Si2V", "method": "the ωB97M-V functional and the def2-TZVPD basis", "e_tot_ha": -4524.9239, "charge": 1, "species": ["V", "Cl", "P", "P", "Si", "Si", "O", "O", "O", "O", "O", "O", "N", "N", "N", "C", "C", "C", "C", "C", "C", "C", "C", "C", "C", "C", "C", "C", "C", "C", "C", "C", "C", "C", "C", "C", "C", "C", "C", "C", "C", "C", "C", "C", "C", "C", "B", "H", "H", "H", "H", "H", "H", "H", "H", "H", "H", "H", "H", "H", "H", "H", "H", "H", "H", "H", "H", "H", "H", "H", "H", "H", "H", "H", "H", "H", "H", "H", "H", "H", "H", "H", "H", "H", "H", "H", "H", "H", "H", "H", "H", "H", "H", "H", "H", "H", "H", "H", "H", "H", "H", "H", "H", "H", "H", "H", "H", "H", "H", "H"], "coordinates": [[0.558531, -0.672796, -0.594427], [2.509778, -0.401530, -2.152781], [1.664154, -2.943082, -0.257507], [-0.898627, 2.343438, 1.346321], [-2.519836, 0.740119, -3.456881], [0.334826, 2.439667, -2.861779], [2.197849, -0.195348, -0.719395], [1.485119, 0.145880, -2.929017], [-0.614808, -1.094429, -2.062386], [2.572932, -1.779540, -2.397918], [-1.130448, -0.074387, -0.311044], [3.732348, 0.228909, -2.380670], [0.343739, -2.293065, 1.987879], [-0.823928, 0.039352, -1.544273], [-0.687057, -0.312065, 2.398598], [-1.463908, 0.905952, 2.399734], [-1.613156, -0.983410, 4.656165], [1.447940, 2.071977, 2.710786], [-1.769119, -0.167432, -4.952660], [0.931945, -3.451826, 1.381970], [-0.885104, -1.152567, 3.485134], [0.978328, 4.373339, 1.865596], [0.935291, 2.174110, -4.649660], [-0.240645, -2.376436, 3.232377], [-3.731690, -0.386570, -2.505008], [1.061476, -4.398749, -1.348084], [-3.595546, 2.438832, 0.656455], [-3.425162, 2.354500, -3.895250], [-1.665974, -2.042894, 5.545577], [-3.147181, 3.622400, 2.798073], [-0.459890, -4.467970, -1.144812], [3.546508, -1.945605, 1.518143], [-2.404359, 4.610811, 0.643808], [1.697876, -5.731781, -0.947929], [3.531193, -2.894692, 0.309256], [0.365982, 3.150975, 2.553535], [1.711045, 2.613543, -1.541087], [-0.473270, 4.166632, -2.774591], [4.036916, -4.283519, 0.722440], [4.560699, -2.380858, -0.701245], [-2.577761, 3.301799, 1.418770], [-0.289278, -3.427737, 4.132326], [-1.013770, -3.244476, 5.294728], [1.323159, -4.170782, -2.833822], [-1.109858, 1.236194, -2.211872], [-0.106215, 3.579164, 3.941390], [0.086907, -1.010431, 1.427299], [1.999696, 2.383330, -4.709831], [0.199482, 4.887527, -3.227607], [0.803078, 1.153970, -4.985989], [-0.944183, -0.809859, -4.653867], [4.492772, -2.891530, -1.657909], [4.352470, -4.849640, -0.149796], [-4.170911, 3.975358, 2.686090], [-3.345660, 5.161635, 0.627225], [0.197424, -4.370869, 3.937672], [-0.702021, 2.819639, 4.442921], [2.376448, -4.005821, -3.037144], [-2.588158, 4.411277, 3.287204], [-1.654174, 5.255604, 1.094153], [-2.876322, 2.933806, -4.629233], [0.430013, 2.842248, -5.339157], [1.315604, 4.135752, 0.861035], [0.261996, 5.188714, 1.807225], [2.642264, 2.153190, -1.853931], [1.699695, 1.623177, 1.743265], [2.731858, -5.779880, -1.278642], [-1.561181, 1.850410, -1.423928], [0.764189, 3.777770, 4.567022], [0.999106, -5.055076, -3.382751], [-4.352146, 3.077171, 0.205779], [1.943324, 3.657664, -1.355247], [-1.081360, -4.049708, 6.009562], [1.406032, 2.171258, -0.589872], [3.314827, -4.869933, 1.280724], [-4.392250, 2.118571, -4.323598], [4.495110, -1.309837, -0.868657], [-0.677181, 4.501152, 3.892612], [2.353470, 2.512786, 3.125953], [1.120582, 1.280216, 3.383251], [-0.731499, -5.107438, -0.308815], [-3.236592, -1.250921, -2.070611], [4.576387, -1.654748, 1.720528], [-4.234015, 0.140585, -1.698777], [0.161631, -4.218007, 1.241911], [-4.105851, 1.734822, 1.310019], [-4.502705, -0.760703, -3.171201], [-3.114955, 1.872140, -0.136734], [2.976999, -1.034453, 1.312853], [-0.631254, 4.486915, -1.749977], [-1.525211, 1.271326, 3.427092], [-0.896756, -3.476173, -0.996288], [1.697689, -3.866719, 2.044315], [0.762519, -3.312348, -3.195907], [-3.603773, 2.989153, -3.032299], [4.918322, -4.149734, 1.350712], [-0.903046, -4.898171, -2.039264], [1.833109, 4.729776, 2.439152], [1.648865, -5.918097, 0.123423], [-2.508518, -0.789553, -5.449872], [-1.419836, 4.235643, -3.292292], [-1.394853, 0.535239, -5.690902], [-3.177874, 2.754115, 3.447472], [-2.106818, 4.413007, -0.384152], [-2.475533, 0.660370, 2.057179], [5.553914, -2.569243, -0.291246], [1.159330, -6.535443, -1.453219], [3.150786, -2.407299, 2.419472], [-2.143849, -0.070516, 4.884204], [-2.248456, -1.937211, 6.446425]], "forces_ev_per_angstrom": [[-3.0, -3.0, 2.4], [3.7, -0.1, -4.7], [-0.3, -1.2, 0.7], [-0.2, 0.7, 1.1], [-0.7, 0.2, -0.3], [-0.2, 1.1, 0.2], [3.2, 2.2, 2.2], [-1.2, 0.7, -0.3], [0.2, -3.3, -1.4], [0.0, -0.9, 0.0], [-2.3, 0.4, 3.3], [0.7, 0.5, 0.1], [0.3, -0.2, -0.3], [0.0, 1.7, -1.2], [-0.1, 0.4, 0.0], [-0.1, 0.5, -0.4], [0.0, 0.1, -0.1], [-0.2, 0.0, -0.1], [-0.3, 0.4, 0.5], [0.1, -0.1, -0.2], [0.2, -0.7, 0.2], [-0.1, -0.1, 0.0], [-0.3, 0.0, 0.7], [-0.3, 0.3, 0.4], [0.6, 0.4, -0.2], [0.3, 0.1, 0.1], [0.2, 0.0, 0.1], [0.5, -0.6, 0.0], [0.0, 0.0, 0.1], [0.2, 0.0, -0.1], [0.0, 0.2, 0.1], [-0.2, 0.1, -0.1], [0.2, -0.1, 0.0], [0.0, 0.2, 0.0], [-0.1, 0.0, -0.2], [-0.2, -0.1, -0.3], [-0.2, -0.3, -0.5], [0.0, -0.8, -0.1], [-0.2, 0.0, 0.0], [-0.1, 0.1, -0.1], [0.4, -0.1, -0.1], [0.0, 0.0, -0.1], [0.0, 0.0, 0.1], [0.1, 0.2, 0.1], [-0.3, 1.8, -1.7], [0.0, -0.1, -0.2], [-0.1, -0.4, 0.3], [0.2, 0.1, 0.1], [0.2, 0.1, -0.2], [-0.1, -0.1, -0.1], [0.1, -0.1, 0.1], [0.1, 0.0, 0.0], [0.0, -0.1, 0.0], [-0.2, 0.0, -0.1], [-0.1, 0.0, 0.0], [0.1, -0.1, -0.1], [-0.1, 0.0, 0.1], [0.1, -0.1, -0.1], [0.0, 0.1, 0.1], [0.0, 0.1, 0.0], [0.1, 0.1, -0.2], [-0.2, 0.1, -0.1], [0.1, 0.0, -0.2], [0.0, 0.1, 0.0], [0.1, 0.1, 0.0], [0.1, 0.0, 0.0], [0.1, -0.1, 0.1], [0.1, 0.1, -0.2], [0.1, 0.0, 0.1], [0.0, 0.0, 0.0], [-0.1, 0.1, 0.0], [-0.2, 0.2, 0.0], [0.0, -0.1, 0.1], [0.0, 0.2, 0.0], [0.0, -0.1, 0.1], [-0.2, -0.1, -0.1], [0.1, -0.1, 0.1], [-0.1, 0.0, 0.1], [0.1, 0.1, 0.0], [0.0, -0.1, 0.0], [-0.1, 0.0, 0.1], [0.1, -0.2, 0.0], [0.1, 0.0, 0.0], [0.0, 0.2, 0.1], [0.2, 0.1, 0.0], [0.0, -0.1, 0.0], [-0.1, 0.0, -0.2], [-0.1, -0.1, -0.2], [0.2, -0.1, 0.2], [0.0, 0.0, 0.2], [-0.1, -0.1, -0.1], [-0.1, -0.1, -0.1], [-0.1, 0.0, -0.2], [0.0, 0.1, -0.1], [0.0, 0.0, 0.2], [0.0, 0.1, 0.1], [-0.1, 0.0, -0.1], [0.1, 0.0, 0.1], [0.0, -0.1, 0.1], [-0.2, -0.1, 0.0], [-0.3, 0.0, -0.2], [0.1, 0.2, -0.1], [0.0, -0.1, 0.2], [0.0, 0.0, -0.1], [0.1, 0.1, 0.2], [0.0, 0.0, 0.1], [-0.1, 0.0, 0.0], [-0.1, 0.0, 0.1], [0.0, 0.0, 0.0], [0.0, 0.0, 0.1]], "lowdin_charge": [0.80, 0.69, 1.21, 1.18, 0.61, 0.61, -0.41, -0.30, -0.08, -0.32, -0.14, -0.19, -0.01, -0.53, 0.02, -0.28, 0.00, -0.10, -0.15, -0.26, -0.15, -0.09, -0.15, -0.16, -0.15, -0.64, -0.10, -0.16, -0.08, -0.08, -0.08, -0.07, -0.09, -0.08, -0.60, -0.68, -0.16, -0.16, -0.08, -0.09, -0.67, 0.00, -0.08, -0.09, -0.28, -0.08, -0.41, 0.04, 0.04, 0.01, 0.02, 0.09, 0.08, 0.09, 0.09, 0.11, 0.07, 0.08, 0.06, 0.06, 0.03, 0.04, 0.05, 0.06, 0.01, 0.06, 0.08, 0.05, 0.09, 0.10, 0.09, 0.04, 0.11, -0.01, 0.07, 0.03, 0.06, 0.07, 0.09, 0.08, 0.08, 0.02, 0.10, 0.03, 0.10, 0.08, 0.04, 0.04, 0.06, 0.01, 0.06, 0.07, 0.09, 0.08, 0.03, 0.10, 0.10, 0.09, 0.08, 0.04, 0.01, 0.03, 0.07, 0.05, 0.10, 0.10, 0.10, 0.09, 0.11, 0.11]}

=====

{"formula": "C4H10O", "method": "the ωB97M-V functional and the def2-TZVPD basis", "relative_energy_kj_mol": 120.4, "charge": 0, "species": ["O", "C", "C", "C", "C", "H", "H", "H", "H", "H", "H", "H", "H", "H", "H"], "coordinates": [[0.300393, 0.637246, 0.409720], [-0.209281, -0.215594, 1.421200], [0.444129, 0.053025, -0.869802], [-1.685056, -0.539782, 1.201791], [1.489035, 0.805970, -1.694068], [-1.759480, -1.300359, 0.409928], [-0.556301, 0.084901, -1.371034], [1.254723, 1.978974, -1.527694], [-2.036519, -0.959595, 2.186072], [-2.253710, 0.340297, 0.950082], [2.596169, 0.527501, -1.343779], [0.321345, -1.217277, 1.468916], [0.803497, -1.046817, -0.782898], [1.369445, 0.484482, -2.796170], [-0.078389, 0.367028, 2.337738]], "forces_ev_per_angstrom": [[0.8, -0.3, 0.0], [-0.2, -0.3, -0.4], [0.1, -1.4, -0.2], [0.5, -1.0, 1.1], [0.8, 1.2, 0.0], [-0.3, 0.3, 0.3], [0.8, -0.2, 0.1], [0.9, -2.7, -0.7], [-0.1, 0.2, -1.1], [-0.2, 0.3, -0.1], [-2.5, 0.9, -0.7], [0.0, 1.2, 0.0], [-0.8, 1.4, 0.0], [0.3, 0.8, 1.7], [0.1, -0.4, 0.0]], "nbo_charge": [-0.55, -0.05, -0.08, -0.64, -0.63, 0.20, 0.17, 0.22, 0.21, 0.21, 0.21, 0.16, 0.16, 0.22, 0.19]}